This record from the Open Molecules 2025 dataset describes a cluster of 4 separate species, C14H39IO4P2 in total in a non-equilibrium geometry. The level of theory is ωB97M-V/def2-TZVPD.

Results
SMILES   CCCC[PH2](C)P(O)I.CC(C)O.CC(C)O.CC(C)O
HOMO level   -7.579 eV

Last columns: bonded neighbours and bond lengths (Å).
Cartesian coordinates (Å):
1 C -4.2160 0.6284 2.7748  C2 1.524, H10 1.090, H11 1.087, H12 1.090
2 C -2.8806 1.0011 3.4087  C1 1.524, C3 1.537, H13 1.092, H14 1.089
3 C -2.5509 2.4988 3.3050  C2 1.537, C4 1.524, H15 1.091, H16 1.096
4 C -1.0729 2.8040 3.0960  C3 1.524, P5 1.892, H17 1.095, H18 1.094
5 P -0.5090 2.4206 1.3312  C4 1.892, C6 1.823, P7 2.333, H19 1.420, H20 1.451
6 C 1.0875 3.2927 1.4497  P5 1.823, H21 1.083, H22 1.088, H23 1.089
7 P -0.1593 1.9659 -0.9306  P5 2.333, O8 1.624, I9 2.474
8 O -1.2113 3.0315 -1.5598  P7 1.624, H24 0.971
9 I -1.4802 -0.1259 -0.9551  P7 2.474
10 H -5.0403 0.9901 3.3891  C1 1.090
11 H -4.3208 -0.4452 2.6426  C1 1.087
12 H -4.3163 1.0989 1.7963  C1 1.090
13 H -2.9222 0.7486 4.4700  C2 1.092
14 H -2.0831 0.3914 2.9862  C2 1.089
15 H -2.8861 2.9914 4.2195  C3 1.091
16 H -3.1362 2.9581 2.5003  C3 1.096
17 H -0.8929 3.8677 3.2814  C4 1.095
18 H -0.4617 2.2435 3.8091  C4 1.094
19 H -0.5780 1.0240 1.5757  P5 1.420
20 H -1.6716 3.1669 0.8861  P5 1.451
21 H 1.8095 2.9532 0.7176  C6 1.083
22 H 0.9108 4.3528 1.2817  C6 1.088
23 H 1.4701 3.1657 2.4611  C6 1.089
24 H -1.8488 3.3641 -0.9071  O8 0.971
25 C 4.1205 6.3127 -2.0032  C26 1.520, H29 1.093, H30 1.089, H31 1.091
26 C 3.5570 5.6868 -0.7379  C25 1.520, C27 1.521, O28 1.428, H32 1.092
27 C 4.5817 4.8110 -0.0334  C26 1.521, H33 1.094, H34 1.090, H35 1.090
28 O 2.3699 4.9473 -1.0241  C26 1.428, H36 0.964
29 H 4.4128 5.5319 -2.7108  C25 1.093
30 H 3.3720 6.9408 -2.4849  C25 1.089
31 H 4.9996 6.9204 -1.7863  C25 1.091
32 H 3.2303 6.4771 -0.0595  C26 1.092
33 H 4.8860 3.9880 -0.6861  C27 1.094
34 H 4.1609 4.3817 0.8762  C27 1.090
35 H 5.4730 5.3802 0.2325  C27 1.090
36 H 2.6011 4.2350 -1.6304  O28 0.964
37 C 0.6341 -4.8498 0.6959  C38 1.520, H41 1.092, H42 1.091, H43 1.091
38 C -0.3149 -3.9772 1.5006  C37 1.520, C39 1.521, O40 1.426, H44 1.092
39 C -1.7532 -4.1385 1.0318  C38 1.521, H45 1.093, H46 1.090, H47 1.091
40 O 0.0827 -2.6089 1.4339  C38 1.426, H48 0.965
41 H 0.5946 -4.5620 -0.3572  C37 1.092
42 H 1.6597 -4.7318 1.0472  C37 1.091
43 H 0.3595 -5.9035 0.7645  C37 1.091
44 H -0.2469 -4.2377 2.5589  C38 1.092
45 H -1.8405 -3.8481 -0.0184  C39 1.093
46 H -2.4184 -3.5056 1.6197  C39 1.090
47 H -2.0850 -5.1740 1.1203  C39 1.091
48 H 0.0432 -2.3512 0.5049  O40 0.965
49 C -1.2635 -5.6963 -4.7776  C50 1.520, H53 1.094, H54 1.090, H55 1.091
50 C -0.4846 -5.0833 -3.6250  C49 1.520, C51 1.521, O52 1.427, H56 1.091
51 C 1.0041 -5.3770 -3.7263  C50 1.521, H57 1.094, H58 1.090, H59 1.091
52 O -1.0029 -5.5248 -2.3704  C50 1.427, H60 0.963
53 H -1.1521 -6.7844 -4.7710  C49 1.094
54 H -2.3244 -5.4651 -4.6874  C49 1.090
55 H -0.9059 -5.3247 -5.7384  C49 1.091
56 H -0.6398 -4.0030 -3.6188  C50 1.091
57 H 1.1785 -6.4562 -3.6897  C51 1.094
58 H 1.5427 -4.9207 -2.8959  C51 1.090
59 H 1.4193 -4.9977 -4.6606  C51 1.091
60 H -0.8907 -6.4797 -2.3225  O52 0.963

Formally, the Mulliken partial charges of the atoms, in units of the elementary charge, are as follows: C -1.33; C -0.11; C -0.72; C -1.31; P 1.05; C -1.44; P 0.08; O -0.40; I -0.24; H 0.35; H 0.31; H 0.34; H 0.33; H 0.17; H 0.38; H 0.33; H 0.51; H 0.48; H -0.22; H -0.27; H 0.47; H 0.39; H 0.47; H 0.39; C -1.37; C 0.45; C -1.24; O -0.46; H 0.36; H 0.32; H 0.39; H 0.24; H 0.33; H 0.25; H 0.42; H 0.32; C -0.94; C 0.37; C -1.02; O -0.47; H 0.03; H 0.33; H 0.37; H 0.24; H 0.18; H 0.24; H 0.38; H 0.26; C -1.35; C 0.45; C -1.28; O -0.47; H 0.36; H 0.32; H 0.38; H 0.26; H 0.33; H 0.30; H 0.39; H 0.31

***

This record from the Open Molecules 2025 dataset describes a cluster of 8 separate species, C14H39N5O19S3 in total in a non-equilibrium geometry. The level of theory is ωB97M-V/def2-TZVPD.

Results
Energy relative to the best compared isomer or geometry (same formula, charge and spin)   80.1 kcal per mole
SMILES   CCOS(C)(=O)=O.CCOS(C)(=O)=O.CCOS(C)(=O)=O.C[N+](=O)[O-].C[N+](=O)[O-].C[N+](=O)[O-].C[N+](=O)[O-].C[N+](=O)[O-]
HOMO level   -10.903 eV

Last columns: bonded neighbours and bond lengths (Å).
Cartesian coordinates (Å):
1 C -3.4197 -8.4751 0.2159  C2 1.499, H8 1.090, H9 1.090, H10 1.090
2 C -3.2585 -7.6398 -1.0177  C1 1.499, O3 1.407, H11 1.090, H12 1.090
3 O -2.0343 -6.9464 -1.0063  C2 1.407, S4 1.619
4 S -1.9058 -5.5704 -1.8488  O3 1.619, C5 1.914, O6 1.441, O7 1.486
5 C -2.0556 -6.2805 -3.6196  S4 1.914, H13 1.090, H14 1.090, H15 1.090
6 O -3.0992 -4.8388 -1.5046  S4 1.441
7 O -0.5421 -5.0045 -1.6788  S4 1.486
8 H -3.1171 -7.9507 1.1223  C1 1.090
9 H -2.6528 -9.2446 0.1271  C1 1.090
10 H -4.3198 -9.0718 0.3636  C1 1.090
11 H -3.1691 -8.2119 -1.9412  C2 1.090
12 H -4.1633 -7.0321 -1.0179  C2 1.090
13 H -1.8813 -5.5610 -4.4196  C5 1.090
14 H -3.0543 -6.6941 -3.7597  C5 1.090
15 H -1.2541 -7.0123 -3.7201  C5 1.090
16 C 2.9195 0.5720 3.9949  C17 1.530, H23 1.090, H24 1.090, H25 1.090
17 C 2.3989 1.8179 3.2746  C16 1.530, O18 1.410, H26 1.090, H27 1.090
18 O 1.8730 1.5256 1.9995  C17 1.410, S19 1.690
19 S 0.5475 2.4621 1.5270  O18 1.690, C20 1.861, O21 1.507, O22 1.466
20 C -0.6890 1.0714 1.5446  S19 1.861, H28 1.090, H29 1.090, H30 1.090
21 O 0.1803 3.4868 2.5687  S19 1.507
22 O 0.7156 2.9861 0.1682  S19 1.466
23 H 3.7557 0.0400 3.5411  C16 1.090
24 H 2.1751 -0.2052 4.1682  C16 1.090
25 H 3.3167 0.9076 4.9529  C16 1.090
26 H 1.7254 2.2617 4.0078  C17 1.090
27 H 3.1186 2.6361 3.2498  C17 1.090
28 H -0.8419 0.8851 2.6077  C20 1.090
29 H -0.2164 0.1662 1.1634  C20 1.090
30 H -1.5663 1.3591 0.9652  C20 1.090
31 C 5.6201 -0.7341 -2.4633  C32 1.514, H38 1.090, H39 1.090, H40 1.090
32 C 4.1932 -0.9258 -2.9322  C31 1.514, O33 1.457, H41 1.090, H42 1.090
33 O 4.0499 -0.1041 -4.1273  C32 1.457, S34 1.699
34 S 3.4253 -0.7949 -5.5487  O33 1.699, C35 1.819, O36 1.504, O37 1.425
35 C 5.0151 -1.3542 -6.2342  S34 1.819, H43 1.090, H44 1.090, H45 1.090
36 O 2.4719 -1.9241 -5.2701  S34 1.504
37 O 3.0042 0.2379 -6.4362  S34 1.425
38 H 5.7363 0.2819 -2.0859  C31 1.090
39 H 6.4043 -0.8170 -3.2159  C31 1.090
40 H 5.7995 -1.4542 -1.6650  C31 1.090
41 H 4.0460 -1.9629 -3.2335  C32 1.090
42 H 3.5597 -0.5417 -2.1326  C32 1.090
43 H 4.7729 -2.0559 -7.0324  C35 1.090
44 H 5.6502 -1.7952 -5.4660  C35 1.090
45 H 5.4393 -0.4705 -6.7109  C35 1.090
46 C -1.1831 1.8572 9.1808  N47 1.458, H50 1.090, H51 1.090, H52 1.090
47 N -1.9436 0.8079 8.5129  C46 1.458, O48 1.222, O49 1.279
48 O -2.0365 0.6951 7.2992  N47 1.222
49 O -2.5487 0.0233 9.3213  N47 1.279
50 H -0.7194 1.4892 10.0960  C46 1.090
51 H -1.8793 2.6627 9.4144  C46 1.090
52 H -0.3602 2.1850 8.5457  C46 1.090
53 C -8.4442 -2.3758 -2.0765  N54 1.519, H57 1.090, H58 1.090, H59 1.090
54 N -8.3486 -0.9682 -1.5131  C53 1.519, O55 1.219, O56 1.315
55 O -7.2474 -0.4469 -1.4874  N54 1.219
56 O -9.3565 -0.4697 -0.8317  N54 1.315
57 H -8.7773 -3.0203 -1.2630  C53 1.090
58 H -7.4220 -2.6569 -2.3296  C53 1.090
59 H -8.9913 -2.3832 -3.0192  C53 1.090
60 C -4.1112 1.9283 -5.4916  N61 1.513, H64 1.090, H65 1.090, H66 1.090
61 N -3.5992 1.8990 -6.9152  C60 1.513, O62 1.239, O63 1.255
62 O -3.5940 2.9322 -7.5988  N61 1.239
63 O -3.2359 0.7583 -7.2920  N61 1.255
64 H -4.3101 2.9900 -5.3459  C60 1.090
65 H -3.2166 1.6853 -4.9183  C60 1.090
66 H -5.0049 1.3102 -5.5769  C60 1.090
67 C 7.7398 4.3060 -2.3545  N68 1.475, H71 1.090, H72 1.090, H73 1.090
68 N 6.4551 4.8740 -1.9045  C67 1.475, O69 1.188, O70 1.216
69 O 6.1518 4.7320 -0.7648  N68 1.188
70 O 5.7338 5.4126 -2.7226  N68 1.216
71 H 8.3324 3.9471 -1.5130  C67 1.090
72 H 8.3512 5.0325 -2.8897  C67 1.090
73 H 7.4328 3.5063 -3.0285  C67 1.090
74 C -0.5644 7.9440 7.5213  N75 1.510, H78 1.090, H79 1.090, H80 1.090
75 N -0.0659 7.8226 8.9416  C74 1.510, O76 1.232, O77 1.210
76 O 0.2774 6.6903 9.2857  N75 1.232
77 O -0.1226 8.7856 9.6720  N75 1.210
78 H 0.0382 8.7992 7.2155  C74 1.090
79 H -1.6360 8.1412 7.4930  C74 1.090
80 H -0.4672 7.0802 6.8636  C74 1.090

Formally, the Mulliken partial charges of the atoms, in units of the elementary charge, are as follows: C -1.30; C -0.10; O -0.29; S 1.15; C -0.94; O -0.60; O -0.58; H 0.32; H 0.31; H 0.37; H 0.32; H 0.31; H 0.38; H 0.32; H 0.33; C -1.17; C -0.23; O -0.27; S 1.05; C -0.83; O -0.60; O -0.56; H 0.31; H 0.31; H 0.36; H 0.33; H 0.34; H 0.29; H 0.31; H 0.35; C -1.06; C -0.22; O -0.32; S 1.09; C -0.81; O -0.58; O -0.57; H 0.27; H 0.32; H 0.34; H 0.34; H 0.28; H 0.34; H 0.25; H 0.31; C -0.63; N 0.79; O -0.50; O -0.49; H 0.29; H 0.27; H 0.27; C -0.70; N 0.74; O -0.45; O -0.48; H 0.28; H 0.33; H 0.28; C -0.64; N 0.78; O -0.50; O -0.49; H 0.29; H 0.28; H 0.28; C -0.67; N 0.87; O -0.51; O -0.52; H 0.30; H 0.29; H 0.25; C -0.64; N 0.80; O -0.51; O -0.49; H 0.27; H 0.27; H 0.29

***

This record from the Open Molecules 2025 dataset describes a cluster of 6 separate species, C14H39NO6 in total in a non-equilibrium geometry. The level of theory is ωB97M-V/def2-TZVPD.

Results
Energy relative to the best compared isomer or geometry (same formula, charge and spin)   77.6 kcal per mole
SMILES   CC1(C)CCCC(C)(C)N1O.CO.CO.CO.CO.CO
HOMO level   -7.806 eV

Last columns: bonded neighbours and bond lengths (Å).
Cartesian coordinates (Å):
1 C 18.4966 -7.3718 27.9106  C2 1.516, H12 1.090, H13 1.090, H14 1.090
2 C 19.0313 -6.6627 26.6818  C1 1.516, C3 1.589, C4 1.553, N10 1.524
3 C 17.8557 -5.8771 25.9558  C2 1.589, H15 1.090, H16 1.090, H17 1.090
4 C 20.2146 -5.7266 27.0495  C2 1.553, C5 1.547, H18 1.090, H19 1.090
5 C 21.2098 -5.3767 25.9178  C4 1.547, C6 1.491, H20 1.090, H21 1.090
6 C 21.6293 -6.6168 25.2038  C5 1.491, C7 1.626, H22 1.090, H23 1.090
7 C 20.4008 -7.4862 24.5888  C6 1.626, C8 1.511, C9 1.568, N10 1.485
8 C 19.8074 -6.8665 23.3454  C7 1.511, H24 1.090, H25 1.090, H26 1.090
9 C 21.0589 -8.8497 24.1818  C7 1.568, H27 1.090, H28 1.090, H29 1.090
10 N 19.3971 -7.7292 25.6562  C2 1.524, C7 1.485, O11 1.440
11 O 18.3688 -8.6946 25.3666  N10 1.440, H30 0.960
12 H 17.8231 -8.2018 27.6971  C1 1.090
13 H 19.1994 -8.0002 28.4579  C1 1.090
14 H 17.8584 -6.7706 28.5582  C1 1.090
15 H 17.2765 -5.2866 26.6657  C3 1.090
16 H 18.1783 -5.1172 25.2440  C3 1.090
17 H 17.0330 -6.5060 25.6158  C3 1.090
18 H 19.8254 -4.8477 27.5634  C4 1.090
19 H 20.8149 -6.2205 27.8136  C4 1.090
20 H 20.7741 -4.6466 25.2358  C5 1.090
21 H 22.1362 -4.9229 26.2698  C5 1.090
22 H 22.2153 -7.1781 25.9315  C6 1.090
23 H 22.4433 -6.3714 24.5217  C6 1.090
24 H 18.7719 -7.1575 23.1688  C8 1.090
25 H 20.2645 -7.1654 22.4020  C8 1.090
26 H 19.7395 -5.7786 23.3481  C8 1.090
27 H 21.9267 -8.7217 23.5348  C9 1.090
28 H 20.2729 -9.4626 23.7407  C9 1.090
29 H 21.4637 -9.3966 25.0334  C9 1.090
30 H 18.5189 -9.2280 26.1505  O11 0.960
31 C 9.6299 -10.1329 21.6022  O32 1.422, H33 1.090, H34 1.090, H35 1.090
32 O 10.3772 -10.3351 22.7951  C31 1.422, H36 0.960
33 H 10.0986 -10.3832 20.6505  C31 1.090
34 H 8.7000 -10.7011 21.6248  C31 1.090
35 H 9.3633 -9.0781 21.5363  C31 1.090
36 H 11.1709 -9.7992 22.7271  O32 0.960
37 C 14.6790 -10.2047 31.0123  O38 1.468, H39 1.090, H40 1.090, H41 1.090
38 O 15.1925 -10.7742 29.7606  C37 1.468, H42 0.960
39 H 14.6350 -9.1381 30.7921  C37 1.090
40 H 13.7305 -10.6090 31.3658  C37 1.090
41 H 15.4697 -10.3020 31.7562  C37 1.090
42 H 15.3457 -11.7018 29.9544  O38 0.960
43 C 13.8573 -7.2941 21.5444  O44 1.340, H45 1.090, H46 1.090, H47 1.090
44 O 12.5972 -6.8772 21.7321  C43 1.340, H48 0.960
45 H 14.6970 -6.7240 21.9420  C43 1.090
46 H 14.0816 -8.3373 21.7672  C43 1.090
47 H 13.8650 -7.4576 20.4667  C43 1.090
48 H 12.2928 -7.0941 22.6163  O44 0.960
49 C 9.8064 -3.4624 28.0279  O50 1.400, H51 1.090, H52 1.090, H53 1.090
50 O 9.9580 -4.8537 28.0429  C49 1.400, H54 0.960
51 H 8.7993 -3.0584 27.9254  C49 1.090
52 H 10.3381 -3.0433 28.8822  C49 1.090
53 H 10.2721 -3.2038 27.0770  C49 1.090
54 H 9.2532 -5.2234 27.5061  O50 0.960
55 C 12.7300 -8.4887 26.7666  O56 1.423, H57 1.090, H58 1.090, H59 1.090
56 O 12.3945 -7.4482 25.8564  C55 1.423, H60 0.960
57 H 13.8170 -8.4323 26.8248  C55 1.090
58 H 12.2925 -8.4897 27.7649  C55 1.090
59 H 12.5740 -9.5054 26.4059  C55 1.090
60 H 12.4170 -6.6564 26.3987  O56 0.960

Formally, the Mulliken partial charges of the atoms, in units of the elementary charge, are as follows: C -2.13; C 1.86; C -1.78; C -1.27; C -0.65; C -1.28; C 1.51; C -1.76; C -1.94; N 0.30; O -0.43; H 0.48; H 0.41; H 0.36; H 0.51; H 0.29; H 0.39; H 0.41; H 0.38; H 0.30; H 0.41; H 0.43; H 0.45; H 0.40; H 0.42; H 0.29; H 0.43; H 0.42; H 0.43; H 0.36; C -0.55; O -0.48; H 0.25; H 0.25; H 0.25; H 0.28; C -0.53; O -0.48; H 0.19; H 0.26; H 0.29; H 0.27; C -0.64; O -0.48; H 0.24; H 0.27; H 0.31; H 0.29; C -0.53; O -0.48; H 0.25; H 0.21; H 0.25; H 0.30; C -0.52; O -0.47; H 0.19; H 0.26; H 0.26; H 0.28